[1]
{
  "formula": "C47H49BN13P2PbS2",
  "method": "ωB97M-V/def2-TZVPD",
  "gap_ev": [7.5, 5.4],
  "lumo_ev": [-0.50, -2.73],
  "charge": 0,
  "multiplicity": 2,
  "relative_energy_kj_mol": 292.1,
  "e_homo_ev": [-8.04, -8.11],
  "elements": ["Pb", "C", "C", "N", "N", "C", "B", "N", "C", "C", "C", "N", "N", "C", "C", "C", "N", "N", "C", "C", "C", "N", "H", "H", "H", "H", "H", "H", "H", "H", "H", "H", "H", "H", "S", "C", "C", "N", "C", "S", "C", "N", "C", "N", "P", "C", "C", "C", "C", "C", "C", "C", "C", "C", "C", "C", "C", "P", "C", "C", "C", "C", "C", "C", "C", "C", "C", "C", "C", "C", "H", "H", "H", "H", "H", "H", "H", "H", "H", "H", "H", "H", "H", "H", "H", "H", "H", "H", "H", "H", "H", "H", "H", "C", "C", "N", "C", "C", "C", "C", "N", "H", "H", "H", "H", "H", "H", "H", "H", "H", "H", "H", "H", "H", "H"],
  "positions_angstrom": [[14.824872, 13.612253, 17.035722], [14.322355, 17.602101, 19.531964], [13.871243, 16.505307, 18.829397], [14.901234, 15.837279, 18.362675], [15.993087, 16.543611, 18.674557], [15.668892, 17.614692, 19.336187], [17.267793, 16.122262, 17.990917], [17.078488, 16.153765, 16.437112], [16.889026, 17.258307, 15.687904], [17.040850, 16.837986, 14.327871], [17.359613, 15.507147, 14.408992], [17.419337, 15.115434, 15.689623], [17.715520, 14.737022, 18.337650], [18.962291, 14.417496, 18.706849], [18.970548, 13.060480, 18.919830], [17.684585, 12.624597, 18.716886], [16.935261, 13.661331, 18.352051], [18.414509, 17.077670, 18.389347], [19.573646, 17.325480, 17.702128], [20.490575, 17.845449, 18.607969], [19.810229, 17.737707, 19.854641], [18.562366, 17.308291, 19.680216], [13.732990, 18.302467, 20.041752], [12.914727, 16.119428, 18.721642], [16.353022, 18.379886, 19.582376], [16.781912, 18.208870, 16.149449], [16.966029, 17.356818, 13.404761], [17.586936, 14.826480, 13.598091], [19.747409, 15.188767, 18.640356], [19.728012, 12.425360, 19.308256], [17.232030, 11.639030, 18.850250], [19.764900, 17.253938, 16.584912], [21.427591, 18.135358, 18.213807], [20.159359, 17.939387, 20.829719], [12.318202, 11.571006, 17.014922], [12.650783, 10.573421, 18.307416], [12.147281, 9.278664, 18.208448], [11.590665, 8.287527, 18.017695], [13.556023, 10.876437, 19.279533], [14.397756, 12.454306, 19.497204], [13.970230, 9.849702, 20.185667], [14.181279, 8.949321, 20.983876], [11.719332, 15.425763, 13.143992], [12.995121, 15.357066, 13.845039], [13.364454, 16.286772, 15.218648], [11.794176, 16.178782, 16.143097], [11.440352, 14.896382, 16.544012], [10.326501, 14.803437, 17.373856], [9.622527, 15.971314, 17.777511], [10.031570, 17.177903, 17.327650], [11.110691, 17.315120, 16.491429], [13.589504, 18.016533, 14.611942], [13.551707, 18.358540, 13.237975], [13.981857, 19.614076, 12.813156], [14.614852, 20.466488, 13.762570], [14.581298, 20.149532, 15.079447], [14.068970, 18.929149, 15.549464], [14.329820, 14.456565, 13.131503], [14.306731, 15.124540, 11.342397], [13.506041, 14.586224, 10.256832], [13.643481, 15.194208, 8.981659], [14.470023, 16.296310, 8.724201], [15.220659, 16.800941, 9.782653], [15.079224, 16.280236, 11.089774], [13.578195, 12.845770, 12.833505], [13.906051, 11.914094, 11.812843], [13.343301, 10.679691, 11.697232], [12.297575, 10.326996, 12.602455], [12.013366, 11.177360, 13.618526], [12.588981, 12.433891, 13.707544], [11.467613, 16.451039, 12.954095], [10.880437, 15.004231, 13.664458], [11.747106, 15.054010, 12.109787], [12.227241, 14.120015, 16.485550], [10.142549, 13.830702, 17.809170], [8.846460, 15.896278, 18.515138], [9.492192, 18.122200, 17.628885], [11.292030, 18.261589, 16.052293], [13.229846, 17.616128, 12.597229], [13.996945, 19.983859, 11.801907], [14.866923, 21.515594, 13.558793], [14.974099, 20.808537, 15.830644], [14.152967, 18.772639, 16.634427], [12.865269, 13.769974, 10.490149], [13.062863, 14.765993, 8.147550], [14.524929, 16.722631, 7.737950], [15.902423, 17.624622, 9.585649], [15.588823, 16.652362, 11.941868], [14.666410, 12.277147, 11.057083], [13.577161, 10.081347, 10.786016], [11.895651, 9.366248, 12.469199], [11.416442, 10.909717, 14.463031], [12.470891, 13.101760, 14.569139], [19.738554, 11.145956, 15.355910], [18.708041, 11.220160, 14.255411], [17.522379, 10.391971, 14.461934], [17.420461, 9.096466, 13.808871], [17.580979, 7.889121, 14.706959], [16.476787, 10.876305, 15.161925], [15.184982, 10.184004, 15.101513], [16.527529, 11.877116, 15.969138], [20.295493, 12.086890, 15.326286], [20.324586, 10.244782, 15.260193], [19.405699, 11.007346, 16.397799], [19.073202, 10.966087, 13.293700], [18.353820, 12.255310, 14.226826], [18.195426, 9.027773, 13.082072], [16.399241, 9.051225, 13.280750], [18.500077, 7.878629, 15.252413], [17.671480, 6.976876, 14.107605], [16.758280, 7.897176, 15.424391], [14.636370, 10.120442, 14.147227], [14.467324, 10.763197, 15.786730], [15.382782, 9.134165, 15.471831], [17.436458, 12.324135, 16.056701]],
  "forces_ev_per_a": [[0.9, 0.1, -0.2], [-0.7, 0.5, -0.3], [0.9, -0.2, 0.8], [-0.1, -0.9, -0.7], [0.7, -1.6, -1.3], [-0.3, 1.6, 1.0], [0.7, 1.0, -1.0], [0.5, 1.3, 0.3], [0.3, -1.3, -2.0], [-0.2, 1.2, 1.7], [0.4, -0.7, 1.0], [-0.2, -1.7, -0.8], [0.5, -0.4, 0.7], [0.6, 0.5, -0.7], [0.8, -0.5, 0.7], [-1.0, -0.1, -0.1], [-1.1, -0.2, -0.3], [-0.2, -0.5, -1.9], [0.4, 1.0, -0.8], [-1.8, -1.3, -0.5], [-0.1, 0.3, -1.2], [1.1, 0.2, 1.2], [-0.5, 0.9, 0.5], [-1.6, -0.5, -0.2], [0.7, 0.3, 0.4], [-0.3, 0.5, 0.1], [-0.1, 0.8, -0.2], [-0.1, 0.0, 0.2], [-0.5, -0.8, 0.5], [0.7, -0.1, 0.0], [0.3, 0.5, -0.2], [-0.9, -0.2, 1.7], [1.0, 0.4, 0.6], [0.3, 0.3, 0.8], [-0.5, 0.3, -0.1], [0.3, 0.9, -1.4], [-1.5, -1.9, -0.2], [0.4, 0.1, 0.2], [2.6, 2.5, 1.7], [-1.2, -2.3, 0.1], [0.7, -5.0, 4.7], [-1.0, 5.1, -4.6], [0.1, 0.7, -0.9], [0.7, -1.1, -1.0], [0.6, -0.2, -0.3], [1.4, 0.5, -1.5], [0.2, 0.8, 1.4], [0.3, 0.1, 0.3], [0.5, -2.3, 0.2], [-1.1, 2.7, 0.4], [-0.7, -0.8, -0.2], [-0.2, -0.2, 0.3], [0.7, 1.5, 1.8], [1.3, 0.4, 1.2], [-1.6, 0.7, -1.1], [-0.1, -1.2, 1.6], [0.4, 0.7, -0.5], [-0.4, 1.3, -0.9], [-0.9, 0.0, -0.9], [2.3, 2.4, 0.5], [-0.9, -0.9, 0.2], [0.0, -0.9, 1.3], [-0.3, 0.2, 0.6], [-0.5, -1.5, -1.2], [-1.0, -1.3, -0.6], [2.1, 2.2, -0.8], [-1.4, -0.4, -0.6], [2.2, 0.2, -1.5], [-0.4, 0.5, 1.1], [1.3, 0.6, 0.7], [-0.3, 0.9, 0.2], [-0.2, -0.5, 0.4], [0.3, -0.5, 0.5], [-1.2, 0.1, -0.4], [-0.5, 0.0, 0.1], [-0.4, -0.1, 0.0], [0.5, -1.2, -0.2], [0.6, 0.7, -0.2], [-0.7, -1.1, -1.5], [-0.3, -0.4, -0.4], [0.3, -0.7, -0.6], [0.2, 0.4, 0.1], [-0.3, -0.5, -0.5], [-0.4, -0.5, -0.4], [0.2, 0.3, 0.5], [0.1, 0.0, -0.2], [-0.1, 0.0, 0.2], [0.7, 0.7, 0.3], [-0.8, -0.8, 0.9], [-0.2, 0.3, 1.1], [-0.8, -1.0, 0.2], [-0.7, -0.4, 0.0], [-0.7, -0.5, -0.3], [0.4, -0.2, 0.6], [-1.5, 0.5, 1.5], [0.1, -0.2, -0.3], [-1.6, 0.0, -0.6], [-0.4, -0.1, 0.0], [0.2, 0.6, 0.3], [-2.0, -0.9, 1.2], [0.1, 0.8, 0.2], [0.5, -0.5, 0.1], [0.8, 0.0, -0.5], [-0.8, 0.5, -0.5], [0.7, -0.2, -0.8], [0.0, 0.0, -0.3], [0.5, 0.3, -0.9], [1.6, -0.1, 0.5], [0.7, 0.5, 0.5], [-0.7, 0.1, 0.1], [0.2, -0.7, -0.1], [0.7, 0.1, 0.0], [1.1, -1.3, -0.8], [-0.9, 1.1, -0.2], [0.0, 0.0, -0.1]],
  "lowdin_spin": [0.031, 0.000, 0.001, 0.006, 0.000, 0.000, 0.000, 0.000, 0.000, 0.000, 0.000, 0.001, 0.000, 0.001, 0.000, 0.005, 0.008, 0.000, 0.000, 0.000, 0.000, 0.000, 0.000, 0.000, 0.000, 0.000, 0.000, 0.000, 0.000, 0.000, 0.002, 0.000, 0.000, 0.000, 0.358, 0.077, 0.001, 0.005, 0.135, 0.250, -0.004, 0.073, 0.000, 0.000, 0.004, 0.000, 0.005, 0.004, 0.000, 0.000, 0.000, 0.001, 0.000, 0.000, 0.000, 0.000, 0.000, 0.001, 0.000, 0.000, 0.000, 0.000, 0.000, 0.000, 0.000, 0.000, 0.000, 0.000, 0.002, 0.002, 0.000, 0.000, 0.000, 0.003, 0.004, 0.000, 0.000, 0.000, 0.000, 0.000, 0.000, 0.000, 0.000, 0.000, 0.000, 0.000, 0.000, 0.000, 0.000, 0.000, 0.000, 0.000, 0.000, 0.000, 0.000, 0.001, 0.000, 0.000, 0.001, 0.009, -0.001, 0.000, 0.000, 0.000, 0.000, 0.000, 0.000, 0.000, 0.000, 0.000, 0.000, 0.000, 0.010, 0.000, 0.000]
}



[2]
{
  "formula": "C47H50FeN9OP2SSe3",
  "method": "ωB97M-V/def2-TZVPD",
  "gap_ev": [4.3, 5.7],
  "lumo_ev": [-7.35, -5.99],
  "charge": 2,
  "multiplicity": 2,
  "e_homo_ev": [-11.65, -11.65],
  "elements": ["Fe", "Se", "P", "C", "C", "C", "C", "C", "C", "C", "C", "C", "C", "C", "C", "C", "C", "N", "N", "N", "P", "Se", "C", "C", "C", "C", "C", "C", "C", "C", "C", "C", "C", "C", "H", "H", "H", "H", "H", "H", "H", "H", "H", "H", "H", "H", "H", "H", "H", "H", "H", "H", "H", "H", "Se", "N", "C", "C", "C", "C", "C", "C", "N", "H", "H", "H", "H", "C", "C", "N", "C", "C", "C", "O", "C", "C", "C", "C", "N", "C", "H", "H", "H", "H", "H", "H", "H", "H", "H", "H", "H", "H", "H", "H", "C", "N", "C", "C", "S", "N", "C", "C", "H", "H", "H", "H", "H", "H", "H", "H", "H", "H", "H", "H"],
  "positions_angstrom": [[0.767602, -0.835390, -1.775487], [-3.155949, -4.839021, 1.862890], [-3.249426, -2.761262, 2.099242], [-4.827654, -1.996988, 1.671924], [-5.314885, -0.909036, 2.394881], [-6.546119, -0.358418, 2.069498], [-7.285954, -0.889845, 1.023436], [-6.797608, -1.969482, 0.298076], [-5.571929, -2.527602, 0.620407], [-2.961083, -2.288280, 3.814847], [-3.903744, -2.768758, 4.728699], [-3.779942, -2.466900, 6.071991], [-2.717506, -1.689517, 6.521999], [-1.773869, -1.223714, 5.622936], [-1.900791, -1.528972, 4.273840], [-2.084419, -1.999913, 0.870055], [-0.851112, -1.373124, 0.688846], [-0.680430, -1.297819, -0.662213], [-1.731811, -1.789535, -1.263675], [-2.582055, -2.214578, -0.371841], [0.423229, -0.599333, 1.635398], [1.905839, 0.002508, 0.102168], [1.173012, -1.759240, 2.762671], [1.524940, -1.416642, 4.066177], [2.146633, -2.358997, 4.870476], [2.421524, -3.624753, 4.373327], [2.078125, -3.962053, 3.069182], [1.454583, -3.030967, 2.260404], [-0.150484, 0.891672, 2.432499], [-1.491475, 1.263630, 2.358852], [-1.899264, 2.460445, 2.928942], [-0.977379, 3.278515, 3.564321], [0.363334, 2.913829, 3.628028], [0.782915, 1.726789, 3.054671], [-4.745862, -0.498749, 3.220392], [-6.932641, 0.474626, 2.641670], [-8.253091, -0.469596, 0.780113], [-7.381296, -2.386532, -0.511800], [-5.189089, -3.378695, 0.072984], [-4.727181, -3.381894, 4.383216], [-4.511134, -2.842891, 6.774833], [-2.625776, -1.456713, 7.574659], [-0.940341, -0.625132, 5.969423], [-1.161307, -1.169601, 3.582318], [1.303927, -0.432670, 4.457974], [2.414494, -2.105207, 5.887110], [2.904134, -4.356579, 5.007383], [2.295387, -4.949887, 2.685403], [1.167469, -3.293238, 1.248889], [-2.216173, 0.628981, 1.863458], [-2.938742, 2.753815, 2.870578], [-1.301124, 4.211932, 4.005482], [1.079559, 3.558146, 4.119892], [1.833513, 1.458532, 3.080325], [3.183400, -2.873482, -1.427429], [1.369936, -2.818079, -1.640121], [0.900180, -4.005339, -1.242596], [-0.451218, -4.456487, -1.285093], [-0.749624, -5.681063, -0.787494], [0.247632, -6.569781, -0.260236], [1.549051, -6.217512, -0.247032], [1.913877, -4.919023, -0.736913], [3.154854, -4.486754, -0.749489], [-1.218212, -3.837121, -1.713203], [-1.781454, -6.005019, -0.787118], [-0.059658, -7.541486, 0.101586], [2.330645, -6.875113, 0.107820], [0.868314, 6.484859, 0.204548], [0.798623, 6.377775, -1.312397], [0.692145, 4.990976, -1.792193], [1.907698, 4.327901, -2.239978], [2.846275, 3.917282, -1.109727], [-0.548183, 4.452475, -1.806541], [-1.541393, 5.046855, -1.425807], [-0.755502, 3.049818, -2.326534], [-1.723424, 2.833279, -3.300226], [-1.997459, 1.538546, -3.703885], [-1.295866, 0.492414, -3.134611], [-0.364010, 0.700576, -2.191878], [-0.108747, 1.956711, -1.788143], [0.972244, 7.530453, 0.494572], [1.715508, 5.935153, 0.614925], [-0.050536, 6.101703, 0.647837], [1.679963, 6.813554, -1.783775], [-0.082790, 6.909609, -1.664854], [2.429030, 5.012229, -2.914625], [1.629609, 3.453760, -2.827520], [3.310030, 4.783816, -0.640247], [3.645518, 3.281331, -1.497364], [2.312258, 3.362992, -0.334876], [-2.267813, 3.674890, -3.709610], [-2.756302, 1.329556, -4.444280], [-1.493625, -0.536767, -3.404244], [0.606754, 2.068974, -0.988069], [5.465053, 1.551598, -3.878523], [4.583964, 0.387156, -4.011414], [5.229957, -0.890424, -3.715846], [3.270344, 0.504985, -4.225452], [2.186050, -0.689048, -3.549636], [2.799229, 1.478641, -4.998337], [1.376722, 1.799270, -5.102160], [3.611707, 2.109587, -6.047422], [6.018164, 1.438079, -2.945864], [4.882239, 2.465493, -3.823015], [6.179828, 1.619104, -4.698075], [6.189663, -0.904250, -4.230821], [4.625077, -1.715968, -4.075351], [5.406374, -1.000308, -2.644433], [0.835740, 1.417092, -4.244626], [0.966974, 1.358548, -6.012118], [1.267485, 2.882354, -5.153727], [4.489339, 1.507273, -6.257261], [3.912984, 3.119386, -5.771896], [3.003804, 2.161072, -6.948969]],
  "forces_ev_per_a": [[-0.2, -0.3, 0.2], [0.0, -0.1, -0.1], [0.2, -0.3, 0.0], [0.0, 0.1, 0.0], [0.0, 0.1, -0.1], [0.0, 0.0, 0.0], [0.0, 0.0, 0.0], [0.0, 0.0, 0.0], [0.0, 0.0, 0.0], [0.0, 0.1, 0.0], [0.0, 0.0, 0.0], [0.0, 0.0, 0.0], [0.0, 0.0, 0.0], [0.0, 0.0, 0.0], [-0.1, 0.0, 0.0], [-0.3, 0.2, 0.1], [0.0, -0.2, -0.1], [-0.3, -0.2, 0.6], [-0.1, 0.1, 0.0], [0.0, 0.1, 0.0], [0.0, -0.1, 0.1], [0.1, -0.1, -0.1], [0.1, 0.0, 0.0], [0.0, 0.0, 0.0], [0.0, 0.0, 0.0], [0.0, 0.0, 0.0], [0.0, 0.0, 0.0], [0.0, 0.0, 0.0], [0.0, 0.1, 0.0], [0.0, 0.0, 0.0], [0.0, 0.0, 0.0], [0.0, 0.0, 0.0], [0.0, 0.0, 0.0], [0.0, 0.0, 0.0], [0.0, 0.0, 0.0], [0.0, 0.0, 0.0], [0.0, 0.0, 0.0], [0.0, 0.0, 0.0], [0.0, 0.0, 0.0], [0.0, 0.0, 0.0], [0.0, 0.0, 0.0], [0.0, 0.0, 0.0], [0.0, 0.0, 0.0], [0.0, 0.0, 0.0], [0.0, 0.0, 0.0], [0.0, 0.0, 0.0], [0.0, 0.0, 0.0], [0.0, 0.0, 0.0], [0.0, 0.0, 0.0], [0.0, 0.0, 0.0], [0.0, 0.0, 0.0], [0.0, 0.0, 0.0], [0.0, 0.0, 0.0], [0.0, 0.0, 0.0], [0.0, -0.2, 0.0], [0.7, 0.1, 0.1], [-0.2, 0.0, 0.0], [0.1, 0.1, -0.1], [0.0, -0.1, 0.1], [-0.1, 0.0, 0.0], [0.1, 0.1, 0.0], [-0.1, -0.2, 0.0], [0.0, 0.2, -0.1], [0.0, 0.0, 0.0], [0.0, 0.0, 0.0], [0.0, 0.0, 0.0], [0.0, 0.0, 0.0], [0.0, 0.0, 0.0], [0.0, -0.1, 0.1], [0.0, 0.0, 0.0], [0.0, 0.0, 0.0], [0.0, 0.0, 0.0], [-0.1, 0.0, 0.1], [0.0, 0.0, -0.1], [0.1, 0.0, 0.0], [-0.1, 0.0, 0.1], [0.0, 0.0, 0.0], [0.0, 0.0, 0.1], [0.2, 0.7, -0.4], [-0.2, -0.1, 0.0], [0.0, 0.0, 0.0], [0.0, 0.0, 0.0], [0.0, 0.0, 0.0], [0.0, 0.0, 0.0], [0.0, 0.0, -0.1], [0.0, 0.0, 0.0], [0.0, 0.0, 0.0], [0.0, 0.0, 0.0], [0.0, 0.0, 0.0], [0.0, 0.0, 0.0], [0.0, 0.0, 0.0], [0.0, 0.0, 0.0], [0.0, 0.0, 0.0], [0.1, 0.0, -0.1], [0.0, 0.0, 0.0], [0.0, 0.1, -0.1], [0.0, 0.0, 0.1], [-0.4, 0.5, 0.3], [0.2, -0.7, -0.4], [0.1, 0.0, -0.1], [0.0, 0.0, 0.0], [0.0, 0.0, 0.0], [0.0, 0.0, 0.0], [0.0, 0.0, 0.0], [0.0, 0.0, 0.0], [0.0, 0.0, 0.0], [0.0, 0.0, 0.0], [0.0, 0.0, 0.0], [0.1, 0.1, 0.0], [0.0, 0.0, 0.0], [0.0, 0.0, 0.0], [0.0, 0.0, 0.0], [0.0, 0.0, 0.0], [0.0, 0.0, 0.0]],
  "lowdin_spin": [1.208, 0.000, 0.000, 0.000, 0.000, 0.000, 0.000, 0.000, 0.000, 0.000, 0.000, 0.000, 0.000, 0.000, 0.000, 0.002, -0.004, -0.033, -0.001, -0.003, -0.011, -0.115, -0.001, -0.001, 0.000, 0.000, 0.000, 0.000, -0.002, 0.000, 0.000, 0.000, 0.000, -0.002, 0.000, 0.000, 0.000, 0.000, 0.000, 0.000, 0.000, 0.000, 0.000, 0.000, 0.000, 0.000, 0.000, 0.000, 0.000, 0.000, 0.000, 0.000, 0.000, -0.001, 0.001, -0.004, -0.001, -0.001, -0.001, 0.000, -0.002, 0.000, -0.004, 0.000, 0.000, 0.000, 0.000, 0.000, 0.000, 0.000, 0.000, 0.000, 0.000, 0.000, 0.000, 0.000, -0.001, -0.003, -0.014, 0.003, 0.000, 0.000, 0.000, 0.000, 0.000, 0.000, 0.000, 0.000, 0.000, 0.000, 0.000, 0.000, -0.001, 0.001, 0.000, -0.001, 0.000, 0.001, -0.008, -0.003, 0.000, 0.000, 0.000, 0.000, 0.000, 0.000, 0.000, 0.000, 0.000, 0.000, 0.000, 0.000, 0.000, 0.000]
}



Among the records above, which one has the highest charge? C47H50FeN9OP2SSe3